Arrangement i

Entry from the Open Molecules 2025 dataset: one molecule with the formula C3H3NO3 (wB97M-V/def2-TZVPD).

```
10
C3H3NO3 (wB97M-V/def2-TZVPD)
O 2.203 0.196 -0.113
C 0.953 0.230 -0.318
C 0.352 -0.959 -0.012
O -0.838 -1.021 -0.543
N -1.773 -0.078 -0.033
C -1.076 1.102 -0.058
O 0.158 1.466 -0.393
H 1.000 -1.786 -0.182
H 0.507 -1.050 1.168
H -1.486 1.902 0.484
```

Results
**HOMO-LUMO gap**: 10.34 eV
**Highest occupied orbital energy**: -10.29 eV
**Molecular weight**: 101.1 g mol⁻¹
**Lowest unoccupied orbital energy**: 0.0019 Ha
**Structure (SMILES)**: O=C1CON=CO1

Mulliken atomic charge list, values in e, 4 entries: O -0.53; C 0.42; C -0.16; O -0.24

=====

Arrangement ii

Entry from the Open Molecules 2025 dataset: one molecule with the formula C3H3NO3 (wB97M-V/def2-TZVPD).

```
10
C3H3NO3 (wB97M-V/def2-TZVPD)
O -1.894 0.061 -0.166
C -0.721 0.227 -0.227
O 0.083 1.294 -0.787
C 1.472 0.909 -0.551
C 1.504 -0.254 0.099
N 0.208 -0.766 0.051
O -0.474 -1.383 1.218
H 2.115 1.826 -0.806
H 2.535 -0.476 0.764
H -1.361 -1.054 1.638
```

Results
**HOMO-LUMO gap**: 9.88 eV
**Highest occupied orbital energy**: -9.41 eV
**Molecular weight**: 101.1 g mol⁻¹
**Lowest unoccupied orbital energy**: 0.0172 Ha
**Structure (SMILES)**: O=c1occn1O

Mulliken atomic charge list, values in e, 4 entries: O -0.51; C 0.50; O -0.32; C -0.05

=====

Stability check: which of them is least stable? arrangement i.

=====

Arrangement i

Entry from the Open Molecules 2025 dataset: one molecule with the formula C4H7NO2 (wB97M-V/def2-TZVPD).

```
14
C4H7NO2 (wB97M-V/def2-TZVPD)
O -1.277 1.780 -0.387
C -0.731 0.637 -0.990
C 0.214 -0.073 -0.026
C 1.341 0.613 0.393
N -0.498 -0.356 1.213
C 0.210 -1.735 -0.391
O 1.005 -2.563 -0.624
H -1.535 1.495 0.506
H -1.515 -0.075 -1.293
H -0.192 0.956 -1.887
H 1.644 1.562 -0.048
H 1.973 0.209 1.179
H 0.135 -0.783 1.896
H -0.773 -1.666 0.459
```

Results
**HOMO-LUMO gap (spin up / spin down)**: 8.27 / 8.27 eV
**Highest occupied orbital energy (spin up / spin down)**: -9.48 / -9.48 eV
**Molecular weight**: 101.1 g mol⁻¹
**Lowest unoccupied orbital energy (spin up / spin down)**: -0.0444 / -0.0445 Ha

Mulliken atomic charge list, values in e, 4 entries: O -0.50; C -0.77; C 1.26; C -0.66

=====

Arrangement ii

Entry from the Open Molecules 2025 dataset: a 2-piece molecular cluster, C4H7NO2 overall (wB97M-V/def2-TZVPD).

```
14
C4H7NO2 (wB97M-V/def2-TZVPD)
O -1.205 -1.241 1.888
N -0.765 -0.102 2.003
C -0.306 0.423 0.789
C -0.544 0.092 -0.496
C 0.572 0.958 -1.005
C 0.678 1.520 0.452
H -1.319 -0.473 -0.995
H 1.443 0.347 -1.268
H 0.352 1.653 -1.819
H 1.661 1.505 0.927
H 0.243 2.521 0.528
O 0.122 -2.381 -0.410
H -0.353 -2.147 0.410
H -0.579 -2.674 -1.004
```

Results
**HOMO-LUMO gap (spin up / spin down)**: 8.49 / 8.49 eV
**Highest occupied orbital energy (spin up / spin down)**: -9.32 / -9.32 eV
**Molecular weight**: 101.1 g mol⁻¹
**Lowest unoccupied orbital energy (spin up / spin down)**: -0.0304 / -0.0304 Ha
**Structure (SMILES)**: O=NC1=CCC1.O

Mulliken atomic charge list, values in e, 4 entries: O -0.37; N -0.25; C 0.25; C -0.23

=====

Arrangement iii

Entry from the Open Molecules 2025 dataset: a 2-piece molecular cluster, C4H7NO2 overall (wB97M-V/def2-TZVPD).

```
14
C4H7NO2 (wB97M-V/def2-TZVPD)
H -0.369 0.278 2.461
N 0.036 0.113 1.543
C -0.724 -0.540 0.768
C -0.265 -1.040 -0.559
C 0.973 -0.475 -1.260
H -1.707 -0.942 1.056
H -1.101 -1.182 -1.252
H -0.022 -2.029 -0.141
H 1.613 0.090 -0.578
H 0.725 0.177 -2.103
H 1.547 -1.318 -1.655
O -0.063 2.736 1.636
C -0.217 2.240 0.591
O -0.426 1.893 -0.506
```

Results
**HOMO-LUMO gap**: 11.03 eV
**Highest occupied orbital energy**: -10.23 eV
**Molecular weight**: 101.1 g mol⁻¹
**Lowest unoccupied orbital energy**: 0.0294 Ha
**Structure (SMILES)**: [H]/N=C/CC.O=C=O

Mulliken atomic charge list, values in e, 4 entries: H 0.24; N -0.64; C -0.13; C -0.35

=====

Arrangement iv

Entry from the Open Molecules 2025 dataset: one molecule with the formula C4H7NO2 (wB97M-V/def2-TZVPD).

```
14
C4H7NO2 (wB97M-V/def2-TZVPD)
O -1.291 -1.211 -1.761
C -0.649 -0.199 -1.664
C 0.593 -0.077 -0.817
N 0.958 -1.240 0.007
C 0.572 -0.466 1.230
C 0.318 0.788 0.448
O -1.275 0.911 0.777
H -0.935 0.737 -2.186
H 1.426 0.287 -1.449
H 0.321 -2.020 -0.171
H -0.601 -0.299 1.422
H 1.268 -0.532 2.079
H 0.747 1.778 0.579
H -1.453 1.542 1.506
```

Results
**HOMO-LUMO gap**: 9.75 eV
**Highest occupied orbital energy**: -9.07 eV
**Molecular weight**: 101.1 g mol⁻¹
**Lowest unoccupied orbital energy**: 0.0250 Ha
**Structure (SMILES)**: O=C[C@@H]1NC[C@@H]1O

Mulliken atomic charge list, values in e, 4 entries: O -0.49; C -0.05; C -0.14; N -0.53

=====

Stability check: which of them is least stable? arrangement i.

=====

Arrangement i

Entry from the Open Molecules 2025 dataset: one molecule with the formula C4H7NO2 (wB97M-V/def2-TZVPD).

```
14
C4H7NO2 (wB97M-V/def2-TZVPD)
N -1.944 -0.266 0.254
C -0.821 -0.992 -0.185
C 0.874 -0.507 0.401
C 1.154 0.849 -0.085
O 2.255 1.585 0.325
C 0.261 1.371 -0.911
O -0.589 2.022 -1.403
H -2.727 -0.760 0.660
H -2.104 0.613 -0.224
H -0.838 -1.995 0.235
H -0.700 -1.066 -1.269
H 1.375 -1.295 -0.155
H 0.971 -0.598 1.485
H 2.833 1.038 0.872
```

Results
**HOMO-LUMO gap**: 8.65 eV
**Highest occupied orbital energy**: -7.87 eV
**Molecular weight**: 101.1 g mol⁻¹
**Lowest unoccupied orbital energy**: 0.0287 Ha
**Structure (SMILES)**: NCCC(O)=C=O

Mulliken atomic charge list, values in e, 4 entries: N -0.38; C -0.78; C -0.70; C 0.38

=====

Arrangement ii

Entry from the Open Molecules 2025 dataset: one molecule with the formula C4H7NO2 (wB97M-V/def2-TZVPD).

```
14
C4H7NO2 (wB97M-V/def2-TZVPD)
C -1.204 1.808 0.119
C -1.518 0.503 0.105
N -2.738 0.013 -0.062
O -3.020 -1.166 -0.099
O -0.296 -0.584 -0.066
C 0.990 -0.058 -0.047
C 1.760 -1.360 -0.028
H -0.326 2.333 -0.075
H -1.845 2.609 0.365
H 1.341 0.452 -0.888
H 1.303 0.502 0.768
H 1.408 -1.900 0.741
H 1.393 -1.948 -1.007
H 2.751 -1.206 0.174
```

Results
**HOMO-LUMO gap (spin up / spin down)**: 7.79 / 7.79 eV
**Highest occupied orbital energy (spin up / spin down)**: -9.18 / -9.18 eV
**Molecular weight**: 101.1 g mol⁻¹
**Lowest unoccupied orbital energy (spin up / spin down)**: -0.0510 / -0.0510 Ha
**Structure (SMILES)**: C=C(N=O)OCC

Mulliken atomic charge list, values in e, 4 entries: C -0.58; C 0.50; N -0.15; O -0.32

=====

Arrangement iii

Entry from the Open Molecules 2025 dataset: C4H7NO2 as an isolated structure (wB97M-V/def2-TZVPD).

```
14
C4H7NO2 (wB97M-V/def2-TZVPD)
C -1.465 -0.991 0.476
C -0.147 -0.539 -0.154
C -0.024 0.952 -0.518
O 0.499 1.213 0.835
C 0.788 -0.117 0.979
O 1.542 -0.623 1.750
N 0.996 1.252 -1.482
H -1.758 -0.301 1.277
H -2.276 -1.054 -0.255
H -1.318 -1.976 0.929
H 0.234 -1.245 -0.900
H -0.928 1.541 -0.708
H 1.585 0.451 -1.690
H 1.602 1.951 -1.060
```

Results
**HOMO-LUMO gap**: 11.26 eV
**Highest occupied orbital energy**: -10.33 eV
**Molecular weight**: 101.1 g mol⁻¹
**Lowest unoccupied orbital energy**: 0.0343 Ha

Mulliken atomic charge list, values in e, 4 entries: C -1.40; C 0.20; C 0.12; O -0.38

=====

Arrangement iv

Entry from the Open Molecules 2025 dataset: one molecule with the formula C4H7NO2 (wB97M-V/def2-TZVPD).

```
14
C4H7NO2 (wB97M-V/def2-TZVPD)
C -1.127 -1.080 0.954
C -0.409 -0.343 -0.139
C -0.852 1.434 0.021
O -1.467 0.762 -0.910
C 1.077 -0.035 0.157
O 1.581 -0.328 1.220
N 1.754 0.510 -0.888
H -0.941 -0.615 1.922
H -2.198 -1.088 0.740
H -0.765 -2.114 0.976
H -0.406 -0.899 -1.090
H -0.268 2.277 -0.458
H 1.297 0.766 -1.748
H 2.725 0.751 -0.757
```

Results
**HOMO-LUMO gap (spin up / spin down)**: 8.30 / 8.31 eV
**Highest occupied orbital energy (spin up / spin down)**: -8.00 / -8.01 eV
**Molecular weight**: 101.1 g mol⁻¹
**Lowest unoccupied orbital energy (spin up / spin down)**: 0.0110 / 0.0110 Ha

Mulliken atomic charge list, values in e, 4 entries: C -1.45; C 0.56; C -0.22; O -0.31

=====

Stability check: which of them is least stable? arrangement ii.

=====

Arrangement i

Entry from the Open Molecules 2025 dataset: one molecule with the formula C4H7NO2 (wB97M-V/def2-TZVPD).

```
14
C4H7NO2 (wB97M-V/def2-TZVPD)
C -1.548 -1.290 -0.274
C -0.532 -0.322 0.130
C 0.525 0.413 0.038
C 2.006 0.451 0.067
O 2.370 -0.686 -0.694
N -0.582 0.780 1.009
O -1.590 1.669 0.451
H -2.349 -0.743 -0.785
H -1.123 -2.039 -0.939
H -1.978 -1.760 0.614
H 2.473 1.355 -0.345
H 2.325 0.366 1.117
H 1.755 -0.576 -1.437
H -1.695 2.320 1.155
```

Results
**HOMO-LUMO gap**: 9.43 eV
**Highest occupied orbital energy**: -8.61 eV
**Molecular weight**: 101.1 g mol⁻¹
**Lowest unoccupied orbital energy**: 0.0298 Ha
**Structure (SMILES)**: CC1=C(CO)N1O

Mulliken atomic charge list, values in e, 4 entries: C -1.07; C 0.70; C -0.03; C -0.24

=====

Arrangement ii

Entry from the Open Molecules 2025 dataset: one molecule with the formula C4H7NO2 (wB97M-V/def2-TZVPD).

```
14
C4H7NO2 (wB97M-V/def2-TZVPD)
O 0.405 0.288 2.061
C 0.136 -0.751 1.126
O 1.295 -1.007 0.376
C 1.210 -0.177 -0.802
C -0.009 0.731 -0.511
C -1.340 0.237 -0.993
N -0.857 -0.036 0.352
H -0.462 0.740 2.129
H -0.231 -1.677 1.590
H 1.058 -0.863 -1.658
H 2.151 0.376 -0.993
H 0.226 1.717 -0.104
H -1.423 -0.511 -1.790
H -2.161 0.935 -0.784
```

Results
**HOMO-LUMO gap**: 10.33 eV
**Highest occupied orbital energy**: -9.36 eV
**Molecular weight**: 101.1 g mol⁻¹
**Lowest unoccupied orbital energy**: 0.0358 Ha
**Structure (SMILES)**: O[C@@H]1OC[C@H]2CN21

Mulliken atomic charge list, values in e, 4 entries: O -0.53; C 0.31; O -0.39; C -0.55

=====

Arrangement iii

Entry from the Open Molecules 2025 dataset: one molecule with the formula C4H7NO2 (wB97M-V/def2-TZVPD).

```
14
C4H7NO2 (wB97M-V/def2-TZVPD)
C -0.696 -1.145 0.279
C -0.192 0.264 0.089
C -0.990 1.331 -0.073
O -2.319 1.321 -0.294
C 1.266 0.571 0.068
N 2.095 -0.520 -0.036
O 1.717 1.706 0.112
H -0.267 -1.571 1.194
H -1.784 -1.171 0.413
H -0.453 -1.827 -0.547
H -0.582 2.336 -0.037
H -2.581 0.423 -0.541
H 1.737 -1.410 -0.346
H 3.050 -0.308 -0.281
```

Results
**HOMO-LUMO gap**: 9.62 eV
**Highest occupied orbital energy**: -9.06 eV
**Molecular weight**: 101.1 g mol⁻¹
**Lowest unoccupied orbital energy**: 0.0205 Ha
**Structure (SMILES)**: C/C(=C\O)C(N)=O

Mulliken atomic charge list, values in e, 4 entries: C -1.49; C 0.42; C -0.01; O -0.50

=====

Stability check: which of them is least stable? arrangement i.